Below is C6H13F in the gas phase at a distorted geometry, with properties calculated with ωB97M-V/def2-TZVPD.

HOMO level = -0.38628 hartree
ΔE to the lowest compared entry with this formula, charge and spin = 0.0 kcal per mole
Kohn-Sham gap = 11.411 eV
SMILES = C[C@@H](F)C(C)(C)C
2S+1 = 1
E_LUMO = 0.9 eV

Geometry as XYZ:
```
20
Properties=species:S:1:pos:R:3:forces:R:3
F -1.9106 0.4412 1.0787 0.0285 0.0142 -0.3623
C -0.4508 -1.2640 -1.1824 0.3706 4.3057 0.2292
C 0.1910 -0.4158 -0.0161 0.7501 0.0313 1.6949
C -0.9236 2.0851 -0.3150 0.6574 -1.6755 -2.1925
C 1.7165 -0.0195 -0.3340 -3.9355 1.2065 3.0865
C -0.6695 0.9164 0.6195 0.0033 -2.8077 -3.4884
C 0.3109 -1.3269 1.2581 -2.9432 -0.3582 -1.9419
H 2.1274 -0.9415 -0.5792 1.4268 -1.2723 -0.4017
H -0.6447 -1.8944 1.2625 0.5489 0.0410 0.4034
H -1.5030 2.8326 0.1199 -1.8431 0.8283 0.6785
H 2.0059 0.4231 0.6826 0.5080 -0.4561 -1.8454
H -1.4657 -1.3994 -0.9168 -1.1250 -0.5987 0.0815
H -1.2398 1.7706 -1.3804 -0.3206 0.2044 1.9463
H -0.4318 -0.5944 -2.0857 -0.0999 -0.7468 0.5045
H 0.0591 -2.1495 -1.4182 0.7485 -1.2649 0.0274
H 1.6094 0.6589 -1.1286 0.8761 1.1127 -1.0606
H 0.3504 -0.8277 2.1780 0.1452 1.1160 1.2664
H -0.1346 1.0517 1.4934 1.2377 1.2296 1.6102
H 1.0924 -2.0256 1.2577 1.2782 -0.9758 -0.4593
H -0.0889 2.6792 -0.5937 1.6881 0.0663 0.2234
```
Forces are in eV/Å.

***

Below is a gas-phase ion, C6H13F2S (charge +1) at a distorted geometry, with properties calculated with ωB97M-V/def2-TZVPD.

HOMO level = -0.58214 hartree
Kohn-Sham gap = 12.684 eV
charge = +1
2S+1 = 1
E_LUMO = -3.2 eV

Geometry as XYZ:
```
22
Properties=species:S:1:pos:R:3:forces:R:3
S 0.6639 0.7157 -0.6903 -0.1361 0.7386 -1.1512
F -1.0918 -0.1434 1.0277 0.1433 -0.2658 0.4426
F 1.9964 -0.6588 1.7583 -0.0545 0.1656 0.2414
C 1.3798 -0.8265 -1.2882 0.1348 -0.5510 0.7307
C -1.0819 0.3740 -0.2156 -0.4673 0.2171 -0.0789
C 2.5861 -1.4824 0.8126 0.2739 -0.0010 -0.4569
C -1.8905 1.6676 -0.3461 0.2554 -0.2361 0.8664
C -2.9066 1.8344 0.7770 0.0278 0.0792 -0.2162
C 1.5824 -1.8858 -0.2276 0.1222 -0.1821 -0.0628
H -2.5114 1.5973 1.7514 0.1548 -0.0200 0.2495
H 1.9896 -2.7575 -0.7246 0.0716 -0.2732 -0.2760
H 0.6520 -2.2058 0.2211 -0.2830 -0.0033 0.2092
H -3.7801 1.2325 0.5954 -0.3348 -0.3357 0.0358
H -1.2082 2.5041 -0.3340 0.1219 0.4250 -0.1404
H -3.2218 2.8649 0.7764 -0.1769 0.3495 0.0714
H 3.0373 -2.3457 1.2721 -0.0673 -0.2369 0.5626
H -1.4530 -0.3688 -0.9101 0.1871 -0.3872 -0.2483
H -2.4231 1.6381 -1.2796 0.0685 0.1372 -0.5914
H 3.3901 -0.9291 0.3322 0.2342 0.2196 0.0770
H 1.2167 0.9414 0.5193 -0.0530 -0.4442 0.1379
H 0.7501 -1.1952 -2.0826 -0.5248 0.2381 -0.2875
H 2.3240 -0.5707 -1.7448 0.3023 0.3666 -0.1150
```
Forces are in eV/Å.

***

What did the first record say?
Below is C6H13F in the gas phase at a distorted geometry, with properties calculated with ωB97M-V/def2-TZVPD.

HOMO level = -0.38628 hartree
ΔE to the lowest compared entry with this formula, charge and spin = 0.0 kcal per mole
Kohn-Sham gap = 11.411 eV
SMILES = C[C@@H](F)C(C)(C)C
2S+1 = 1
E_LUMO = 0.9 eV

Geometry as XYZ:
```
20
Properties=species:S:1:pos:R:3:forces:R:3
F -1.9106 0.4412 1.0787 0.0285 0.0142 -0.3623
C -0.4508 -1.2640 -1.1824 0.3706 4.3057 0.2292
C 0.1910 -0.4158 -0.0161 0.7501 0.0313 1.6949
C -0.9236 2.0851 -0.3150 0.6574 -1.6755 -2.1925
C 1.7165 -0.0195 -0.3340 -3.9355 1.2065 3.0865
C -0.6695 0.9164 0.6195 0.0033 -2.8077 -3.4884
C 0.3109 -1.3269 1.2581 -2.9432 -0.3582 -1.9419
H 2.1274 -0.9415 -0.5792 1.4268 -1.2723 -0.4017
H -0.6447 -1.8944 1.2625 0.5489 0.0410 0.4034
H -1.5030 2.8326 0.1199 -1.8431 0.8283 0.6785
H 2.0059 0.4231 0.6826 0.5080 -0.4561 -1.8454
H -1.4657 -1.3994 -0.9168 -1.1250 -0.5987 0.0815
H -1.2398 1.7706 -1.3804 -0.3206 0.2044 1.9463
H -0.4318 -0.5944 -2.0857 -0.0999 -0.7468 0.5045
H 0.0591 -2.1495 -1.4182 0.7485 -1.2649 0.0274
H 1.6094 0.6589 -1.1286 0.8761 1.1127 -1.0606
H 0.3504 -0.8277 2.1780 0.1452 1.1160 1.2664
H -0.1346 1.0517 1.4934 1.2377 1.2296 1.6102
H 1.0924 -2.0256 1.2577 1.2782 -0.9758 -0.4593
H -0.0889 2.6792 -0.5937 1.6881 0.0663 0.2234
```
Forces are in eV/Å.

***

Question: Which value of Kohn-Sham gap does entry 1 give?
Answer: 11.411 eV

***

Question: What is the formula in the second record?
Answer: C6H13F2S